Run P
C41H71BN5O24S2 | wB97M-V/def2-TZVPD

ORCA input file:
```
! wB97M-V def2-TZVPD RIJCOSX def2/J DEFGRID3
* xyz 1 1
C -3.7356 -2.3100 -1.8333
C -3.9196 -2.3539 -0.2870
N -2.9709 -3.2264 0.4258
C -2.9996 -2.8959 1.8652
C -1.9733 -3.6979 2.7075
C -1.6474 -3.0606 -0.0013
S -0.8629 -1.6322 -0.1790
S -0.7668 -4.5965 -0.3446
C 0.9581 -4.3354 0.1646
C 1.1458 -4.2946 1.7075
C 1.5517 -2.9195 2.3552
N 3.0092 -2.7246 2.4229
C 3.6396 -2.4948 1.1221
C 3.1716 -1.1827 0.4295
C 4.3460 -0.7051 -0.4926
C 3.8574 -0.1688 -1.8318
O 3.7434 0.9499 -2.0137
O 3.5958 -1.0167 -2.8533
C 3.3797 -1.8524 3.3198
N 4.3390 -0.9103 3.1242
N 2.8201 -1.8850 4.5938
B 1.8544 -0.7549 4.7877
N 2.2671 0.6390 5.0073
O 0.4753 -1.0064 4.8023
H -3.3975 -1.3040 -2.1078
H -3.1212 -3.1155 -2.2476
H -4.7588 -2.4156 -2.2748
H -3.9718 -1.3316 0.1156
H -4.9162 -2.7877 -0.1209
H -2.8148 -1.8195 2.0342
H -3.9884 -3.1729 2.2266
H -2.3404 -3.8297 3.7340
H -1.8949 -4.6977 2.2666
H -1.0011 -3.1900 2.7937
H 1.3634 -3.4835 -0.3895
H 1.5139 -5.2163 -0.1923
H 0.2747 -4.6661 2.2466
H 1.9790 -4.9771 1.9424
H 1.0352 -2.0821 1.8618
H 1.1266 -2.9708 3.3704
H 3.5454 -3.3762 0.4757
H 4.7216 -2.3908 1.2779
H 2.9318 -0.4430 1.2018
H 2.2808 -1.2762 -0.2034
H 4.8967 0.0586 0.0609
H 4.9712 -1.5908 -0.6833
H 3.2722 -1.8454 -2.4934
H 5.2963 -1.2155 3.1216
H 4.1155 0.0558 2.9901
H 3.6104 -1.6764 5.2120
H 2.1279 0.8392 5.9923
H 1.6391 1.2368 4.4869
H 0.1515 -1.1337 3.9084
C -7.3460 3.8974 0.1411
C -7.8548 3.1929 1.3758
C -7.0562 3.4917 2.6151
O -7.2504 2.2972 3.3893
C -7.4613 1.2944 2.5144
O -7.4419 0.1507 2.8013
O -7.6972 1.7660 1.2661
H -7.9656 3.6497 -0.7212
H -7.3524 4.9788 0.2758
H -6.3319 3.5751 -0.0990
H -8.9182 3.4045 1.5211
H -7.4227 4.3646 3.1509
H -5.9842 3.6204 2.4248
C -0.2423 4.2935 5.5321
C -1.2102 3.4374 4.7496
C -0.7942 3.2084 3.3217
O -2.0628 3.0219 2.6651
C -2.9745 3.7265 3.3900
O -4.0652 3.9937 3.0330
O -2.4644 4.1050 4.5858
H -0.5897 4.4197 6.5578
H 0.7523 3.8449 5.5537
H -0.1716 5.2918 5.1003
H -1.3902 2.4922 5.2754
H -0.1576 2.3307 3.2044
H -0.3020 4.0664 2.8781
C 2.6126 3.5341 -2.7700
C 1.2789 3.8447 -2.1239
C 0.9092 5.2965 -2.2356
O 0.0907 5.4925 -1.0783
C 0.4967 4.5997 -0.1493
O 0.1823 4.6547 0.9891
O 1.3193 3.6600 -0.6916
H 2.8610 2.4677 -2.6811
H 2.6081 3.7982 -3.8261
H 3.4182 4.0776 -2.2731
H 0.4940 3.1932 -2.5222
H 0.3586 5.5219 -3.1460
H 1.7698 5.9656 -2.1647
C 3.8531 -2.8190 10.5010
C 4.0051 -1.8455 9.3574
C 3.4066 -2.3337 8.0644
O 4.2212 -1.6603 7.0864
C 5.4434 -1.4559 7.6680
O 6.4014 -1.1326 7.0788
O 5.3912 -1.6801 8.9969
H 4.2955 -2.4098 11.4083
H 2.8031 -3.0382 10.6937
H 4.3779 -3.7512 10.2892
H 3.6086 -0.8658 9.6387
H 2.3581 -2.0604 7.9570
H 3.5096 -3.4113 7.9181
C -6.1436 -4.4061 -7.3933
C -5.6411 -3.4775 -6.3148
C -5.2284 -4.1840 -5.0564
O -5.4642 -3.1841 -4.0486
C -6.4671 -2.3909 -4.5254
O -7.0584 -1.6142 -3.8713
O -6.6952 -2.6203 -5.8405
H -6.4192 -3.8406 -8.2824
H -5.3837 -5.1368 -7.6677
H -7.0420 -4.9317 -7.0645
H -4.8408 -2.8511 -6.7054
H -4.1835 -4.4883 -5.0717
H -5.8497 -5.0532 -4.8246
C -0.0167 -0.1814 -8.1309
C -1.4130 -0.6752 -7.8564
C -1.4913 -1.6799 -6.7378
O -2.6390 -2.4507 -7.1086
C -2.7280 -2.3882 -8.4669
O -3.4182 -3.0823 -9.1126
O -1.9174 -1.4300 -8.9674
H -0.0219 0.5461 -8.9396
H 0.4141 0.2838 -7.2485
H 0.6286 -1.0007 -8.4513
H -2.0881 0.1686 -7.6842
H -1.6312 -1.2139 -5.7639
H -0.6267 -2.3474 -6.6920
C 7.7756 5.2072 -3.3548
C 6.8760 4.3370 -4.2002
C 7.2993 4.2540 -5.6411
O 6.0563 4.0153 -6.3074
C 5.0847 4.5730 -5.5465
O 3.9751 4.7507 -5.9087
O 5.5606 4.9075 -4.3096
H 7.4275 5.2236 -2.3219
H 8.8026 4.8427 -3.3704
H 7.7594 6.2391 -3.7070
H 6.7791 3.3437 -3.7516
H 8.0018 3.4445 -5.8257
H 7.7223 5.1871 -6.0217
*
```

## Properties
Orbital gap (Ha): 0.2552
HOMO energy (eV): -11.141
LUMO (eV): -4.2

Löwdin population analysis, charges in e, atoms 1 to 99:
1. C -0.080
2. C -0.238
3. N -0.217
4. C -0.231
5. C -0.083
6. C -1.063
7. S 0.718
8. S 0.924
9. C -0.489
10. C -0.187
11. C -0.135
12. N 0.030
13. C -0.125
14. C -0.138
15. C -0.064
16. C -0.554
17. O 0.168
18. O 0.136
19. C -0.335
20. N 0.180
21. N 0.216
22. B -0.613
23. N 0.179
24. O 0.143
25. H 0.071
26. H 0.072
27. H 0.066
28. H 0.115
29. H 0.127
30. H 0.111
31. H 0.128
32. H 0.088
33. H 0.067
34. H 0.036
35. H 0.034
36. H 0.080
37. H 0.077
38. H 0.121
39. H 0.095
40. H 0.116
41. H 0.136
42. H 0.121
43. H 0.109
44. H 0.088
45. H 0.130
46. H 0.124
47. H 0.107
48. H 0.140
49. H 0.125
50. H 0.113
51. H 0.091
52. H 0.058
53. H 0.082
54. C -0.022
55. C -0.330
56. C -0.098
57. O 0.072
58. C -0.586
59. O 0.161
60. O 0.088
61. H 0.086
62. H 0.091
63. H 0.091
64. H 0.158
65. H 0.143
66. H 0.101
67. C -0.017
68. C -0.340
69. C -0.108
70. O 0.076
71. C -0.538
72. O 0.171
73. O 0.102
74. H 0.089
75. H 0.080
76. H 0.097
77. H 0.156
78. H 0.124
79. H 0.102
80. C -0.019
81. C -0.316
82. C -0.092
83. O 0.078
84. C -0.545
85. O 0.154
86. O 0.085
87. H 0.047
88. H 0.085
89. H 0.096
90. H 0.160
91. H 0.144
92. H 0.144
93. C -0.014
94. C -0.320
95. C -0.086
96. O 0.001
97. C -0.565
98. O 0.197
99. O 0.108


Run Q
C41H71BN5O24S2 | wB97M-V/def2-TZVPD

ORCA input file:
```
! wB97M-V def2-TZVPD RIJCOSX def2/J DEFGRID3
* xyz 1 1
C 3.8064 -1.1026 -0.2904
C 3.9173 0.3827 0.0935
N 3.4978 1.3327 -0.9621
C 3.3788 2.6851 -0.3670
C 2.9135 3.7670 -1.3361
C 2.2846 0.9590 -1.5621
S 0.9210 0.5078 -0.7752
S 2.3973 0.9332 -3.3252
C 0.6914 1.1810 -3.8540
C 0.1770 2.6139 -3.6729
C -0.8523 2.8387 -2.5565
N -2.2615 2.6675 -2.9742
C -2.5922 1.2782 -3.3613
C -2.4498 0.2725 -2.2120
C -3.3917 -0.9478 -2.4164
C -2.7182 -2.2278 -1.9941
O -2.8631 -2.6982 -0.9031
O -1.9407 -2.8524 -2.9032
C -3.1681 3.3118 -2.2522
N -4.4499 2.8457 -2.0660
N -2.8577 4.5538 -1.7191
B -2.5651 4.5402 -0.2349
N -3.6671 4.4062 0.7122
O -1.2704 4.6924 0.2215
H 3.0064 -1.5691 0.2810
H 3.7070 -1.2735 -1.3604
H 4.7226 -1.5796 0.0294
H 3.4173 0.5764 1.0464
H 4.9745 0.5879 0.2628
H 2.7033 2.6487 0.4940
H 4.3786 2.9533 -0.0308
H 3.3047 4.7326 -1.0199
H 3.3185 3.5658 -2.3276
H 1.8271 3.8596 -1.3619
H 0.0753 0.4209 -3.3762
H 0.6950 0.9527 -4.9202
H 0.9948 3.3095 -3.5108
H -0.3059 2.9177 -4.6052
H -0.6402 2.1990 -1.6965
H -0.7121 3.8667 -2.2306
H -1.9893 0.9920 -4.2202
H -3.6177 1.2616 -3.7190
H -2.6980 0.7727 -1.2787
H -1.4263 -0.0928 -2.1046
H -4.2817 -0.7981 -1.8144
H -3.6589 -1.0149 -3.4726
H -1.5719 -2.2158 -3.5291
H -5.1041 2.8488 -2.8320
H -4.7608 2.5669 -1.1505
H -3.7492 5.0585 -1.7980
H -3.9248 5.3130 1.0973
H -3.3480 3.8465 1.4971
H -0.6982 3.9232 0.1084
C 6.3306 1.3330 4.2097
C 6.5191 2.7757 3.8172
C 5.3944 3.6973 4.2337
O 5.4451 4.7123 3.2149
C 5.9546 4.1440 2.1016
O 5.9317 4.6372 1.0178
O 6.4887 2.9326 2.3829
H 7.1785 0.7302 3.8854
H 6.2329 1.2427 5.2914
H 5.4375 0.9233 3.7365
H 7.4855 3.1459 4.1704
H 5.5384 4.1401 5.2162
H 4.4180 3.2163 4.1954
C -2.0823 4.6012 4.4714
C -0.8440 4.2398 3.6884
C -0.8051 2.8087 3.1959
O 0.6015 2.5468 3.1464
C 1.1923 3.3368 4.0698
O 2.3187 3.2269 4.4296
O 0.3266 4.2765 4.5204
H -2.0481 5.6433 4.7881
H -2.9787 4.4510 3.8667
H -2.1565 3.9890 5.3701
H -0.6898 4.9477 2.8665
H -1.2398 2.6759 2.2066
H -1.2687 2.1103 3.8859
C -2.1562 -3.9066 1.8379
C -1.1945 -3.0649 2.6318
C -1.0975 -3.3989 4.1031
O -0.7392 -2.1283 4.6779
C -1.2254 -1.1690 3.8692
O -1.2851 -0.0108 4.1497
O -1.6302 -1.6859 2.6929
H -2.1582 -3.5970 0.7967
H -1.8897 -4.9629 1.8937
H -3.1756 -3.7814 2.2076
H -0.2051 -3.0769 2.1674
H -0.3405 -4.1441 4.3303
H -2.0549 -3.7139 4.5228
C -4.6987 10.4263 -1.9248
C -4.9567 9.0498 -1.3692
C -3.9078 8.0161 -1.7218
O -4.6807 6.7984 -1.7225
C -5.9723 7.1335 -2.0340
O -6.8005 6.3382 -2.3277
O -6.1374 8.4630 -1.9601
H -5.4862 11.1148 -1.6229
H -3.7447 10.8108 -1.5646
H -4.6858 10.4026 -3.0149
H -5.1148 9.0946 -0.2889
H -3.0974 7.9556 -0.9985
H -3.4924 8.1644 -2.7204
C 7.3405 -6.3641 -2.0304
C 6.3633 -5.4725 -1.3084
C 6.3047 -4.0563 -1.8277
O 5.9316 -3.3135 -0.6555
C 6.3841 -4.0128 0.4226
O 6.4289 -3.5727 1.5253
O 6.7685 -5.2532 0.0611
H 7.3210 -7.3698 -1.6140
H 7.0899 -6.4254 -3.0888
H 8.3574 -5.9832 -1.9210
H 5.3758 -5.9303 -1.2977
H 5.5717 -3.9187 -2.6193
H 7.2781 -3.6935 -2.1663
C -0.0629 -7.6005 -1.9664
C 1.3589 -7.2933 -1.5732
C 1.9006 -5.9854 -2.1094
O 3.3031 -6.2623 -2.2203
C 3.4388 -7.6035 -2.4135
O 4.4480 -8.1253 -2.7560
O 2.2741 -8.2370 -2.1632
H -0.3861 -8.5476 -1.5372
H -0.7338 -6.8152 -1.6177
H -0.1484 -7.6880 -3.0503
H 1.4791 -7.3481 -0.4882
H 1.7315 -5.1426 -1.4432
H 1.5141 -5.7466 -3.1035
C -7.1396 -6.1229 1.7875
C -5.8600 -6.4757 1.0716
C -5.7825 -7.9053 0.5863
O -4.3737 -8.1579 0.6203
C -3.8366 -7.3593 1.5705
O -2.7343 -7.4676 1.9993
O -4.7333 -6.4185 1.9692
H -7.1321 -5.0790 2.0996
H -7.9988 -6.2843 1.1364
H -7.2541 -6.7305 2.6855
H -5.6701 -5.7727 0.2555
H -6.1684 -8.0439 -0.4203
H -6.2782 -8.6032 1.2649
*
```

## Properties
Orbital gap (Ha): 0.2713
HOMO energy (eV): -11.030
LUMO (eV): -3.6

Löwdin population analysis, charges in e, atoms 1 to 99:
1. C -0.080
2. C -0.236
3. N -0.214
4. C -0.226
5. C -0.071
6. C -1.056
7. S 0.768
8. S 0.975
9. C -0.500
10. C -0.193
11. C -0.149
12. N 0.030
13. C -0.120
14. C -0.155
15. C -0.074
16. C -0.513
17. O 0.124
18. O 0.126
19. C -0.315
20. N 0.187
21. N 0.206
22. B -0.635
23. N 0.189
24. O 0.157
25. H 0.067
26. H 0.071
27. H 0.051
28. H 0.110
29. H 0.124
30. H 0.110
31. H 0.107
32. H 0.083
33. H 0.069
34. H 0.050
35. H 0.025
36. H 0.078
37. H 0.096
38. H 0.122
39. H 0.052
40. H 0.117
41. H 0.129
42. H 0.117
43. H 0.120
44. H 0.049
45. H 0.129
46. H 0.125
47. H 0.115
48. H 0.132
49. H 0.123
50. H 0.108
51. H 0.096
52. H 0.063
53. H 0.097
54. C -0.016
55. C -0.320
56. C -0.086
57. O 0.071
58. C -0.573
59. O 0.142
60. O 0.079
61. H 0.089
62. H 0.094
63. H 0.088
64. H 0.158
65. H 0.143
66. H 0.100
67. C -0.010
68. C -0.327
69. C -0.104
70. O 0.068
71. C -0.538
72. O 0.162
73. O 0.101
74. H 0.090
75. H 0.076
76. H 0.099
77. H 0.146
78. H 0.119
79. H 0.109
80. C -0.016
81. C -0.311
82. C -0.075
83. O 0.078
84. C -0.558
85. O 0.143
86. O 0.086
87. H 0.046
88. H 0.085
89. H 0.097
90. H 0.158
91. H 0.143
92. H 0.142
93. C -0.013
94. C -0.313
95. C -0.078
96. O -0.004
97. C -0.554
98. O 0.179
99. O 0.106


Stability summary: most stable run Q, least stable run P.